No. 1
The following is a DFT calculation (ωB97M-V with the def2-TZVPD basis set) of a 5-piece molecular cluster, C18H30F8O20S5 overall in a non-equilibrium geometry.

Calculated values
LUMO energy, eV: -0.6037
Energy above the lowest of the compared OMol25 structures with the same formula, charge and spin, kJ/mol: 826.2
Total charge: 0
HOMO, Eh: -0.372

XYZ file:
```
81
Properties=species:S:1:pos:R:3:mulliken_charge:R:1
C -4.447 2.972 -0.610 -0.872
C -3.426 3.356 0.634 -0.518
C -3.385 2.159 1.799 0.184
O -2.545 2.604 2.923 -0.245
S -2.595 1.472 4.227 0.661
O -3.967 1.779 4.946 -0.584
O -2.613 -0.141 3.662 -0.296
C -1.691 -1.005 4.419 -0.543
C -0.101 -0.788 4.084 -0.099
O 0.309 -1.159 2.721 -0.341
C 0.245 0.087 1.945 -0.205
C 0.699 -0.039 0.376 0.483
F -0.049 0.981 -0.409 -0.252
F 2.142 0.405 0.328 -0.259
C 0.678 -1.548 -0.249 0.450
F 0.954 -1.407 -1.725 -0.347
F 1.848 -2.344 0.279 -0.259
C -0.729 -2.365 -0.112 0.678
F -0.852 -3.197 -1.368 -0.289
F -0.730 -3.379 1.006 -0.254
C -2.084 -1.450 -0.050 0.789
F -2.328 -0.643 -1.304 -0.235
F -3.239 -2.423 -0.007 -0.326
H -4.202 3.682 -1.514 0.304
H -4.269 1.867 -0.974 0.194
H -5.550 3.128 -0.245 0.292
H -3.744 4.371 1.121 0.305
H -2.366 3.529 0.135 0.233
H -4.497 1.932 2.102 0.388
H -2.892 1.232 1.265 -0.283
H -1.884 -0.796 5.578 0.341
H -2.031 -2.123 4.234 0.300
H 0.218 0.304 4.410 0.275
H 0.498 -1.514 4.818 0.305
H 1.020 0.837 2.455 0.326
H -0.788 0.638 1.968 0.005
H -2.196 -0.806 0.931 -0.327
C 0.907 -2.286 -5.297 -0.297
C 0.272 -1.052 -4.661 0.253
O 0.678 0.041 -5.481 -0.325
S 0.830 -0.478 -7.020 1.067
O -0.387 -0.149 -7.729 -0.560
O 2.143 -0.112 -7.498 -0.550
O 0.819 -2.077 -6.705 -0.268
H 1.966 -2.366 -5.030 0.269
H 0.391 -3.208 -5.015 0.426
H 0.596 -0.902 -3.629 -0.094
H -0.821 -1.111 -4.694 0.324
C 5.735 1.728 0.405 -0.038
C 6.008 3.227 0.320 -0.362
O 5.458 3.775 1.516 -0.319
S 5.590 2.675 2.713 1.047
O 6.772 2.989 3.485 -0.568
O 4.288 2.487 3.308 -0.408
O 5.924 1.383 1.776 -0.313
H 4.698 1.501 0.136 0.032
H 6.410 1.149 -0.231 0.316
H 5.550 3.685 -0.560 0.330
H 7.084 3.433 0.319 0.290
C -2.708 -6.678 -5.383 -0.301
C -2.829 -6.442 -6.887 -0.326
O -1.681 -5.673 -7.238 -0.296
S -0.443 -6.094 -6.263 0.975
O 0.376 -7.057 -6.965 -0.557
O 0.093 -4.895 -5.661 -0.459
O -1.318 -6.891 -5.142 -0.321
H -3.019 -5.793 -4.819 0.258
H -3.289 -7.542 -5.053 0.317
H -3.746 -5.910 -7.152 0.319
H -2.784 -7.387 -7.439 0.284
C 0.658 5.254 5.777 -0.333
C 1.939 4.574 5.303 -0.287
O 1.990 3.339 6.013 -0.300
S 0.468 2.812 6.272 0.931
O 0.144 1.847 5.246 -0.396
O 0.312 2.544 7.683 -0.601
O -0.300 4.207 5.921 -0.320
H 0.800 5.722 6.757 0.295
H 0.300 6.003 5.066 0.320
H 2.829 5.173 5.506 0.384
H 1.891 4.346 4.233 0.181
```

---

No. 2
The following is a DFT calculation (ωB97M-V with the def2-TZVPD basis set) of a 4-piece molecular cluster, C18H30FN2O15P2 overall in a non-equilibrium geometry.

Calculated values
LUMO energy, eV: 2.0804
Total charge: -1
HOMO, Eh: -0.205

XYZ file:
```
68
Properties=species:S:1:pos:R:3:nbo_charge:R:1
C 1.957 2.163 2.729 -0.614
C 1.214 1.354 1.670 -0.761
P 1.126 -0.539 1.777 1.552
F 1.052 -2.198 1.614 -0.620
C -0.436 -0.659 2.845 -0.776
C -1.684 -1.284 2.276 -0.092
O -2.421 -0.270 1.539 -0.521
C -3.441 -0.721 0.834 0.665
O -4.071 -1.730 1.059 -0.608
C 2.233 -0.684 3.338 -0.822
C 2.514 -2.087 3.772 0.370
C 3.649 -2.808 3.083 -0.694
N 1.837 -2.608 4.725 -0.689
O 2.634 -0.801 0.742 -0.751
C 3.569 0.046 0.712 0.585
N 4.472 0.776 0.697 -0.543
P 0.022 -0.472 -0.277 2.000
O -0.664 -1.724 -0.678 -1.145
O 1.108 -0.076 -1.434 -1.036
O -0.904 0.846 -0.415 -1.017
H 1.877 3.222 2.472 0.208
H 3.016 1.930 2.793 0.216
H 1.486 2.052 3.705 0.197
H 0.165 1.649 1.760 0.229
H 1.486 1.699 0.670 0.216
H -0.161 -1.341 3.653 0.254
H -0.690 0.276 3.350 0.216
H -1.495 -2.131 1.624 0.232
H -2.321 -1.647 3.085 0.182
H -3.698 -0.061 -0.002 0.110
H 1.758 -0.198 4.187 0.234
H 3.200 -0.205 3.177 0.231
H 3.908 -2.337 2.140 0.237
H 4.519 -2.779 3.740 0.216
H 3.378 -3.847 2.899 0.215
H 2.149 -3.565 4.888 0.314
H 1.464 -0.922 -1.747 0.519
H -0.459 1.537 -0.922 0.500
C -4.810 3.861 2.032 -0.099
C -3.834 3.050 1.202 -0.101
O -2.580 3.650 1.548 -0.481
C -2.701 4.239 2.757 0.968
O -1.807 4.686 3.394 -0.570
O -4.005 4.262 3.143 -0.498
H -5.667 3.290 2.377 0.200
H -5.157 4.755 1.510 0.177
H -3.809 1.997 1.481 0.201
H -4.006 3.132 0.132 0.201
C 0.590 1.184 -5.112 -0.096
C -0.140 1.514 -3.828 -0.110
O -0.378 2.929 -3.978 -0.497
C -0.360 3.233 -5.290 0.970
O -0.688 4.279 -5.753 -0.594
O 0.083 2.182 -6.017 -0.502
H 0.370 0.192 -5.493 0.199
H 1.669 1.305 -5.019 0.193
H -1.104 1.006 -3.756 0.183
H 0.448 1.293 -2.942 0.244
C -0.510 -3.634 -4.675 -0.098
C 0.701 -4.543 -4.563 -0.100
O 1.780 -3.600 -4.514 -0.488
C 1.291 -2.429 -4.051 0.977
O 1.953 -1.502 -3.704 -0.598
O -0.053 -2.448 -4.025 -0.473
H -1.394 -4.014 -4.172 0.214
H -0.754 -3.394 -5.713 0.178
H 0.702 -5.121 -3.639 0.195
H 0.827 -5.209 -5.412 0.198
```

---

No. 3
The following is a DFT calculation (ωB97M-V with the def2-TZVPD basis set) of C18H30MgO14 as an isolated structure in a non-equilibrium geometry.

Calculated values
LUMO energy, eV: 0.2144
Energy above the lowest of the compared OMol25 structures with the same formula, charge and spin, kJ/mol: 0.0
Total charge: 0
HOMO, Eh: -0.198

XYZ file:
```
63
Properties=species:S:1:pos:R:3:nbo_charge:R:1
Mg 0.774 0.947 -1.208 1.780
C 3.953 0.863 -2.065 -0.214
O 2.624 1.252 -1.894 -1.068
H 4.220 -0.107 -1.628 0.099
H 4.054 0.770 -3.162 0.123
H 4.675 1.666 -1.868 0.129
C -0.809 3.657 -1.021 -0.216
O 0.361 2.931 -1.239 -1.050
H -1.641 2.949 -0.868 0.106
H -0.748 4.377 -0.192 0.116
H -1.043 4.270 -1.908 0.114
C 3.565 -3.176 2.098 -0.638
C 3.354 -3.017 0.617 0.068
C 2.392 -4.008 -0.055 -0.090
O 1.664 -3.256 -0.979 -0.483
C 1.716 -1.943 -0.576 1.023
O 1.006 -1.107 -1.016 -0.629
O 2.706 -1.770 0.291 -0.472
H 4.456 -3.736 2.376 0.231
H 2.724 -3.735 2.515 0.207
H 3.638 -2.179 2.529 0.238
H 4.272 -3.030 0.026 0.197
H 1.732 -4.423 0.722 0.162
H 2.896 -4.895 -0.436 0.205
C -3.456 2.608 -4.781 -0.628
C -2.709 1.277 -4.846 0.073
C -1.555 1.185 -5.864 -0.095
O -0.546 0.572 -5.101 -0.482
C -0.762 0.765 -3.777 1.027
O 0.076 0.564 -2.953 -0.648
O -1.968 1.254 -3.604 -0.472
H -4.118 2.726 -5.646 0.209
H -2.848 3.510 -4.775 0.235
H -4.101 2.602 -3.903 0.231
H -3.360 0.404 -4.874 0.189
H -1.344 2.112 -6.400 0.197
H -1.831 0.450 -6.627 0.190
C -3.478 -0.794 3.262 -0.628
C -3.376 -0.841 1.746 0.067
C -4.232 0.146 0.973 -0.099
O -3.388 0.493 -0.124 -0.481
C -2.097 0.185 0.189 1.019
O -1.183 0.471 -0.503 -0.621
O -2.057 -0.544 1.307 -0.480
H -4.506 -0.663 3.600 0.222
H -2.916 0.081 3.599 0.227
H -3.090 -1.689 3.744 0.220
H -3.583 -1.873 1.451 0.181
H -4.652 0.992 1.516 0.196
H -5.088 -0.392 0.563 0.197
C 0.665 -0.962 4.936 -0.628
C 1.207 0.294 4.267 0.064
C 2.691 0.544 4.013 -0.093
O 2.757 0.833 2.624 -0.464
C 1.543 0.825 2.074 1.009
O 1.286 0.969 0.920 -0.607
O 0.624 0.407 2.972 -0.492
H 0.867 -1.048 6.003 0.225
H 1.187 -1.840 4.532 0.206
H -0.383 -1.082 4.685 0.233
H 0.796 1.165 4.796 0.179
H 3.277 -0.333 4.305 0.181
H 3.109 1.327 4.643 0.202
```

---

No. 4
The following is a DFT calculation (ωB97M-V with the def2-TZVPD basis set) of C18H30MnO3SbSe4Si as an isolated structure in a non-equilibrium geometry.

Calculated values
LUMO energy (alpha / beta), eV: -4.7918 / -4.6849
Multiplicity: 2
<S²>: 1.24
Total charge: +1
HOMO (alpha / beta), Eh: -0.395 / -0.394

XYZ file:
```
58
Properties=species:S:1:pos:R:3:mulliken_spin:R:1
Mn -0.723 1.286 -0.164 0.943
C -5.080 -3.264 -1.801 0.000
O -4.278 -2.794 -2.883 -0.008
C -3.410 -1.818 -2.678 -0.019
C -2.774 -1.307 -3.843 0.002
C -1.939 -0.246 -3.770 -0.006
C -1.622 0.387 -2.527 0.073
C -0.653 1.440 -2.509 -0.098
C 0.126 1.818 -3.733 -0.006
O -0.444 2.203 -1.495 0.012
C -2.228 -0.195 -1.354 -0.026
O -2.032 0.267 -0.133 0.034
C -3.105 -1.278 -1.443 0.009
H -5.824 -3.911 -2.253 0.000
H -5.578 -2.437 -1.291 0.000
H -4.486 -3.835 -1.086 0.000
H -2.997 -1.768 -4.795 0.001
H -1.502 0.149 -4.675 0.001
H -0.560 2.204 -4.489 0.001
H 0.663 0.965 -4.146 -0.001
H 0.828 2.611 -3.486 0.000
H -3.523 -1.650 -0.520 0.001
Se -1.346 5.445 3.612 0.045
Sb -0.785 3.125 3.707 -0.016
Se -1.768 1.909 5.552 -0.027
Se 0.860 2.763 5.444 0.004
Se -0.629 2.020 1.607 0.083
C 1.053 -0.864 -1.121 -0.001
Si 1.048 0.060 0.522 -0.001
C 2.613 1.232 0.672 -0.030
C 2.882 1.692 2.103 0.011
C 3.796 0.430 0.115 0.002
C 2.409 2.499 -0.172 0.020
C 0.819 -1.165 2.015 -0.008
C -0.345 -2.082 1.602 -0.002
C 0.467 -0.575 3.375 0.018
C 2.120 -1.974 2.102 0.001
H 1.689 -1.747 -1.015 0.000
H 1.470 -0.246 -1.919 -0.006
H 0.076 -1.224 -1.436 0.007
H 3.023 0.871 2.805 0.002
H 2.051 2.315 2.444 -0.009
H 3.773 2.325 2.132 0.003
H 3.968 -0.479 0.692 0.000
H 4.704 1.037 0.170 -0.001
H 3.649 0.154 -0.931 0.001
H 1.500 3.039 0.105 0.000
H 2.362 2.283 -1.243 -0.002
H 3.229 3.204 -0.012 0.001
H -1.267 -1.506 1.484 0.000
H -0.536 -2.823 2.383 0.001
H -0.140 -2.620 0.673 -0.001
H -0.510 -0.086 3.334 -0.006
H 1.215 0.118 3.760 -0.002
H 0.360 -1.383 4.104 0.001
H 2.414 -2.383 1.133 0.000
H 1.975 -2.819 2.781 0.000
H 2.941 -1.372 2.493 0.001
```